No. 1
Formula: C3H9NO2
Source: the OMol25 dataset
Level of theory: wB97M-V/def2-TZVPD

Last column: Mulliken charge in e.
CARTESIAN COORDINATES (ANGSTROEM)
C 0.00 0.00 0.00  -1.02
C 0.04 -0.50 1.38  -0.29
C 0.44 -1.97 1.48  0.50
N 1.67 -2.24 0.99  -0.37
O -0.20 -2.71 2.22  -0.61
H -0.37 -0.78 -0.68  0.29
H 1.03 0.27 -0.30  0.28
H -0.64 0.89 -0.10  0.31
H -0.97 -0.36 1.81  0.24
H 0.74 0.13 1.96  0.25
H 2.27 -1.48 0.64  0.19
H 1.99 -3.21 0.93  0.23
O -4.05 2.78 1.86  -0.64
H -4.98 3.03 2.05  0.32
H -4.11 2.13 1.12  0.32

Values from the calculation:
- Kohn-Sham gap: 10.3 eV
- Charge: 0
- LUMO level: 0.69 eV
- Energy relative to the best compared isomer or geometry (same formula, charge and spin): 74.26 kJ/mol

---

No. 2
Formula: C11H16BrN3S
Source: the OMol25 dataset
Level of theory: wB97M-V/def2-TZVPD

Last column: Mulliken charge in e.
CARTESIAN COORDINATES (ANGSTROEM)
C 3.45 0.71 -1.53  -1.05
N 3.16 0.79 -0.11  0.00
C 4.02 1.77 0.53  -1.02
C 3.24 -0.51 0.54  -0.99
C 2.03 -1.37 0.18  -0.91
N 0.85 -0.55 0.32  -0.16
C -0.40 -1.04 0.16  0.44
S -0.64 -2.66 -0.03  -0.45
N -1.38 -0.08 0.21  -0.14
C -2.76 -0.15 0.15  1.04
C -3.46 1.06 0.28  -0.59
C -4.83 1.10 0.22  -0.56
C -5.53 -0.08 0.02  0.06
Br -7.44 -0.03 -0.06  -0.21
C -4.87 -1.29 -0.11  -0.73
C -3.49 -1.32 -0.05  -0.35
H 2.74 0.04 -2.01  0.30
H 3.33 1.70 -1.97  0.34
H 4.46 0.35 -1.73  0.33
H 3.75 1.86 1.58  0.33
H 3.89 2.73 0.05  0.32
H 5.09 1.49 0.47  0.33
H 4.16 -1.05 0.29  0.42
H 3.23 -0.33 1.62  0.46
H 1.95 -2.22 0.86  0.50
H 2.11 -1.77 -0.84  0.41
H 1.04 0.44 0.25  0.40
H -1.03 0.86 0.36  0.15
H -2.91 1.98 0.43  0.29
H -5.36 2.03 0.33  0.40
H -5.42 -2.20 -0.27  0.41
H -2.98 -2.26 -0.16  0.21

Values from the calculation:
- Kohn-Sham gap: 8.7 eV
- Charge: 0
- LUMO level: 0.53 eV

---

No. 3
Formula: C4H18N2O6
Source: the OMol25 dataset
Level of theory: wB97M-V/def2-TZVPD

Last column: Mulliken charge in e.
CARTESIAN COORDINATES (ANGSTROEM)
C 1.61 1.40 -0.88  -1.08
C 1.16 2.60 -0.02  0.29
N 2.32 3.19 0.73  -0.69
C 0.09 2.24 0.98  -0.73
N -1.17 2.07 0.23  -0.08
C -1.77 0.82 0.04  0.43
O -2.69 0.50 -0.67  -0.65
O -1.18 -0.12 0.82  -0.42
H 2.11 1.88 -1.72  0.42
H 0.71 0.99 -1.39  0.20
H 2.01 0.68 -0.17  0.25
H 0.73 3.47 -0.54  0.26
H 3.12 3.31 0.10  0.26
H 2.64 2.53 1.42  0.24
H -0.15 3.01 1.72  0.39
H 0.37 1.31 1.47  0.25
H -1.82 2.83 0.13  0.27
H -1.60 -1.01 0.78  0.38
O 1.62 -1.80 1.89  -0.64
H 0.75 -1.75 2.32  0.33
H 2.14 -2.34 2.51  0.29
O -2.20 -2.21 -0.36  -0.71
H -1.75 -2.93 -0.85  0.39
H -2.80 -1.74 -0.94  0.31
O 1.66 -2.87 -0.60  -0.72
H 2.58 -2.60 -0.69  0.28
H 1.46 -2.68 0.34  0.45
O -0.37 -3.46 -2.05  -0.74
H -0.14 -2.55 -1.81  0.36
H 0.40 -3.80 -1.53  0.41

Values from the calculation:
- Kohn-Sham gap: 9.5 eV
- Charge: 0
- LUMO level: 0.02 eV
- Energy relative to the best compared isomer or geometry (same formula, charge and spin): 38.37 kJ/mol

---

No. 4
Formula: C31H30N5O5PPtS2
Source: the OMol25 dataset
Level of theory: wB97M-V/def2-TZVPD

Last column: Mulliken charge in e.
CARTESIAN COORDINATES (ANGSTROEM)
Pt -0.67 -1.97 -0.87  1.64
N -2.96 -1.64 -1.39  -0.49
C -3.68 -1.98 -0.16  -0.60
C -2.93 -2.86 0.84  0.55
O -3.49 -3.28 1.82  -0.63
N -1.61 -3.15 0.51  -0.04
C -0.81 -3.82 1.43  -0.69
C 0.48 -2.84 1.85  0.65
O 0.81 -2.96 3.01  -0.68
O 0.92 -2.18 0.89  -0.64
H -3.17 -0.69 -1.68  0.12
H -3.21 -2.26 -2.15  0.23
H -4.63 -2.47 -0.35  0.47
H -3.91 -1.06 0.38  0.26
H -0.23 -4.62 0.96  0.28
H -1.32 -4.15 2.33  0.47
C -0.13 -3.58 -2.33  -1.65
C 1.04 -3.02 -2.97  0.65
C 2.32 -3.17 -2.40  -0.22
C 3.42 -2.52 -2.92  -0.82
C 3.28 -1.69 -4.04  0.51
C 2.03 -1.56 -4.65  -0.53
C 0.94 -2.22 -4.13  -0.45
C 4.40 -0.95 -4.52  0.01
N 5.30 -0.33 -4.88  -0.56
H 0.06 -4.45 -1.71  0.51
H -0.99 -3.71 -2.99  0.48
H 2.44 -3.79 -1.52  0.34
H 4.39 -2.64 -2.46  0.44
H 1.92 -0.93 -5.52  0.49
H -0.03 -2.10 -4.60  0.41
O -3.28 1.52 -2.07  -0.42
C -2.47 2.67 -1.82  -0.49
N -1.81 3.18 -2.98  -0.01
C -0.56 2.91 -3.47  -0.24
O -0.10 3.54 -4.40  -0.66
C 0.24 1.82 -2.81  0.33
C 1.62 1.97 -2.68  -0.81
C 2.33 1.00 -2.01  -1.45
C 1.65 -0.09 -1.47  0.03
N 0.34 -0.27 -1.68  0.30
C -0.34 0.66 -2.34  -0.63
H -4.05 1.78 -2.58  0.25
H -1.76 2.36 -1.06  0.10
H -3.09 3.46 -1.40  0.44
H -2.26 3.91 -3.51  0.26
H 2.10 2.84 -3.10  0.59
H 3.40 1.08 -1.86  0.55
H 2.14 -0.84 -0.87  0.67
H -1.39 0.46 -2.49  0.87
S -2.46 3.12 2.09  -0.34
P -0.98 1.84 2.47  0.95
S -1.50 0.54 1.04  -0.42
C 0.67 2.53 2.25  0.35
C 1.44 2.86 3.36  -0.44
C 2.69 3.45 3.18  -0.72
C 3.15 3.72 1.90  -0.57
C 2.38 3.38 0.80  -0.55
C 1.15 2.79 0.96  0.24
C -1.00 1.08 4.10  0.19
C -0.28 -0.10 4.26  -0.22
C -0.29 -0.74 5.49  -0.76
C -1.00 -0.18 6.55  -0.41
C -1.71 1.00 6.38  -0.64
C -1.71 1.63 5.15  -0.42
H 1.08 2.65 4.35  0.37
H 3.29 3.71 4.05  0.41
H 4.12 4.18 1.77  0.39
H 2.75 3.59 -0.20  0.45
H 0.55 2.52 0.10  -0.06
H 0.27 -0.54 3.44  0.41
H 0.25 -1.67 5.60  0.49
H -1.00 -0.68 7.51  0.38
H -2.26 1.42 7.21  0.41
H -2.29 2.54 5.00  0.36

Values from the calculation:
- Kohn-Sham gap (spin up / spin down): 6.2 / 5.8 eV
- Charge: 0
- LUMO level (spin up / spin down): -0.21 / -2.66 eV
- Multiplicity: 5
- <S²>: 6.037
- Energy relative to the best compared isomer or geometry (same formula, charge and spin): 77.59 kJ/mol

---

No. 5
Formula: C5H8IN2O
Source: the OMol25 dataset
Level of theory: wB97M-V/def2-TZVPD

Last column: Mulliken charge in e.
CARTESIAN COORDINATES (ANGSTROEM)
C -2.08 -1.20 -1.23  -0.21
C -1.13 -0.27 -1.56  -0.18
C 2.06 -0.66 0.75  -1.04
C -0.24 1.62 -0.30  -0.67
C 1.17 0.29 1.47  -0.45
N -2.50 -0.94 0.01  -0.33
N -1.06 0.61 -0.56  0.33
O -1.94 0.20 0.34  0.00
I 0.04 -0.30 3.03  0.34
H -2.31 -1.85 -2.02  0.42
H -0.54 -0.04 -2.38  0.45
H 2.53 -0.31 -0.19  0.31
H 1.73 -1.76 0.47  0.32
H 2.84 -0.89 1.42  0.42
H 0.46 1.84 -1.03  0.36
H -0.54 2.40 0.44  0.37
H 1.53 1.29 1.34  0.54

Values from the calculation:
- Kohn-Sham gap (spin up / spin down): 7.5 / 6.0 eV
- Charge: +1
- LUMO level (spin up / spin down): -5.13 / -5.94 eV
- Energy relative to the best compared isomer or geometry (same formula, charge and spin): 585.72 kJ/mol

---

No. 6
Formula: C14H20Cl5N4O2PPd
Source: the OMol25 dataset
Level of theory: wB97M-V/def2-TZVPD

Last column: Mulliken charge in e.
CARTESIAN COORDINATES (ANGSTROEM)
Pd 0.50 -0.70 1.54  -0.05
Cl 0.08 -1.83 3.76  -0.16
C -1.18 -2.41 2.68  1.01
C -1.02 -1.90 1.41  -0.54
C -1.80 -2.42 0.39  0.80
Cl -1.50 -2.04 -1.27  -0.15
C -2.80 -3.35 0.70  -0.11
Cl -3.80 -3.97 -0.54  -0.15
C -2.98 -3.79 2.02  0.49
Cl -4.22 -4.91 2.39  -0.13
C -2.14 -3.34 3.04  -0.18
Cl -2.24 -3.90 4.64  -0.15
N -0.05 0.41 -0.06  -0.34
C -0.89 1.18 -0.33  0.12
N -1.79 2.03 -0.63  0.11
C -3.09 1.62 -1.22  -0.59
C -3.18 2.10 -2.67  -0.60
C -2.34 3.37 -2.88  -0.59
C -2.33 4.22 -1.61  -0.64
C -1.56 3.50 -0.51  -0.72
H -3.86 2.06 -0.60  0.33
H -3.17 0.53 -1.13  0.35
H -4.23 2.30 -2.89  0.36
H -2.86 1.32 -3.36  0.28
H -2.73 3.95 -3.72  0.37
H -1.31 3.11 -3.14  0.27
H -3.35 4.42 -1.29  0.34
H -1.86 5.19 -1.78  0.38
H -1.88 3.81 0.49  0.31
H -0.48 3.67 -0.60  0.43
N 2.10 -1.23 -1.44  -0.15
C 3.01 -0.17 -0.90  -0.77
P 3.30 -0.62 0.87  1.39
O 3.15 -2.11 0.89  -0.94
O 2.49 0.26 1.79  -0.82
C 5.08 -0.33 1.24  -0.71
N 5.42 -1.38 2.27  -0.29
H 1.11 -0.96 -1.30  0.01
H 2.27 -2.10 -0.89  0.41
H 2.25 -1.42 -2.43  0.41
H 2.52 0.80 -0.99  0.28
H 3.93 -0.17 -1.48  0.52
H 5.31 0.65 1.64  0.38
H 5.70 -0.53 0.37  0.39
H 4.92 -2.25 2.00  0.33
H 5.09 -1.12 3.20  0.34
H 6.43 -1.56 2.33  0.37

Values from the calculation:
- Kohn-Sham gap: 7.7 eV
- Charge: +2
- LUMO level: -6.20 eV
- Energy relative to the best compared isomer or geometry (same formula, charge and spin): 0.00 kJ/mol

---

No. 7
Formula: H20O10
Source: the OMol25 dataset
Level of theory: wB97M-V/def2-TZVPD

Last column: Mulliken charge in e.
CARTESIAN COORDINATES (ANGSTROEM)
O 18.09 16.81 13.65  -0.35
H 18.57 16.29 14.30  0.42
H 18.61 17.61 13.55  0.37
O 16.45 13.39 15.56  -0.52
H 16.13 13.12 16.42  0.25
H 17.09 12.72 15.32  0.28
O 19.29 12.88 17.31  -0.62
H 18.41 13.25 17.36  0.28
H 19.20 12.11 16.75  0.33
O 17.04 15.98 17.01  -0.42
H 16.86 15.45 16.23  0.18
H 16.27 15.85 17.57  0.26
O 14.54 14.74 18.10  -0.75
H 14.94 14.34 18.88  0.32
H 14.16 14.00 17.63  0.31
O 15.39 15.28 13.42  -0.26
H 16.14 14.76 13.72  0.36
H 15.13 15.78 14.19  0.41
O 12.76 16.58 17.73  -0.67
H 13.42 15.93 17.96  0.40
H 12.01 16.37 18.29  0.32
O 13.92 17.31 15.20  -0.65
H 12.99 17.54 15.09  0.32
H 13.96 16.89 16.06  0.37
O 19.81 15.54 15.60  -0.70
H 19.91 16.12 16.35  0.44
H 19.33 14.79 15.94  0.33
O 19.60 17.26 17.82  -0.67
H 19.81 17.05 18.73  0.33
H 18.68 17.03 17.73  0.34

Values from the calculation:
- Kohn-Sham gap (spin up / spin down): 10.7 / 3.8 eV
- Charge: +1
- LUMO level (spin up / spin down): -3.73 / -10.55 eV
- Multiplicity: 2
- <S²>: 0.756
- Energy relative to the best compared isomer or geometry (same formula, charge and spin): 69.10 kJ/mol

---

No. 8
Formula: C35H56AlFN9O5PSi3
Source: the OMol25 dataset
Level of theory: wB97M-V/def2-TZVPD

Last column: Mulliken charge in e.
CARTESIAN COORDINATES (ANGSTROEM)
Al 0.10 1.51 -0.90  -3.64
F 1.34 -3.31 4.01  -0.39
C 0.14 -3.02 3.47  0.34
C -0.02 -1.82 2.87  -0.72
C -1.22 -1.53 2.19  0.66
C -1.41 -0.31 1.48  -0.30
O -0.53 0.68 1.53  -0.09
C -2.52 -0.15 0.68  0.52
C -3.50 -1.13 0.75  -0.27
N -3.39 -2.26 1.45  0.44
C -4.48 -3.22 1.43  -0.36
C -4.27 -4.54 0.74  -0.34
C -5.16 -3.51 0.13  -1.04
C -2.23 -2.51 2.17  -0.09
C -2.06 -3.72 2.87  -1.12
C -0.87 -4.01 3.51  -0.06
N -0.71 -5.24 4.14  0.11
C -1.05 -6.47 3.44  -0.51
C 0.20 -7.17 2.92  -0.90
N 1.14 -7.43 4.07  -0.11
C 1.50 -6.15 4.78  -0.60
C 0.22 -5.47 5.24  -0.94
C -2.76 0.95 -0.35  -0.13
O -3.88 1.05 -0.80  -0.70
O -1.72 1.56 -0.76  -0.05
H 0.82 -1.14 2.83  0.45
H -4.41 -0.98 0.18  0.91
H -5.08 -3.19 2.33  0.47
H -4.72 -5.41 1.20  0.31
H -3.32 -4.71 0.26  0.20
H -6.23 -3.65 0.15  0.28
H -4.79 -3.01 -0.76  0.36
H -2.87 -4.43 2.89  1.05
H -1.69 -6.26 2.59  0.36
H -1.59 -7.14 4.11  0.29
H 0.75 -6.54 2.21  0.43
H -0.03 -8.12 2.45  0.42
H 1.98 -7.91 3.75  0.36
H 0.68 -8.06 4.73  0.38
H 2.05 -5.54 4.06  0.44
H 2.16 -6.40 5.61  0.36
H 0.46 -4.55 5.75  0.46
H -0.28 -6.12 5.97  0.40
C -0.90 -0.49 -3.69  -1.04
Si 0.63 0.62 -3.82  0.88
C 0.82 1.01 -5.65  -1.18
C 2.16 -0.39 -3.35  -1.18
C 0.47 2.18 -2.75  3.17
Si -0.88 3.30 -3.45  0.71
C -0.21 4.34 -4.87  -1.15
C -1.54 4.55 -2.19  -0.76
C -2.38 2.39 -4.08  -1.01
Si 2.07 3.05 -2.58  -0.56
C 3.29 3.05 -4.00  -1.26
C 1.96 4.86 -2.02  -0.34
C 2.94 2.17 -1.12  0.43
C 4.29 2.26 -0.81  -0.46
C 4.81 1.55 0.25  -0.77
C 3.97 0.72 0.98  -0.98
C 2.64 0.66 0.62  -0.39
N 2.13 1.38 -0.38  0.28
H -0.60 -1.53 -3.56  0.48
H -1.48 -0.43 -4.61  0.50
H -1.56 -0.23 -2.87  0.00
H 1.00 0.08 -6.19  0.41
H 1.67 1.67 -5.84  0.31
H -0.07 1.47 -6.07  0.31
H 1.95 -1.46 -3.48  0.50
H 2.50 -0.25 -2.33  0.13
H 2.99 -0.15 -4.02  0.38
H 0.64 4.95 -4.58  0.26
H -0.99 5.02 -5.22  0.40
H 0.09 3.72 -5.72  0.31
H -0.98 5.50 -2.23  0.34
H -1.52 4.16 -1.17  -0.15
H -2.58 4.78 -2.43  0.66
H -2.15 1.70 -4.89  0.29
H -3.09 3.12 -4.46  0.48
H -2.87 1.83 -3.28  0.15
H 2.84 3.49 -4.89  0.37
H 3.63 2.04 -4.25  0.33
H 4.17 3.65 -3.75  0.45
H 1.95 5.55 -2.87  0.54
H 2.83 5.08 -1.40  0.57
H 1.04 4.99 -1.45  -0.82
H 4.94 2.88 -1.42  0.47
H 5.86 1.61 0.50  0.47
H 4.34 0.12 1.80  0.51
H 1.94 0.00 1.13  0.43
N 0.08 -0.39 -0.73  -0.04
C -0.01 -1.55 -0.60  1.15
N -0.35 -2.74 -0.35  -0.51
C 0.40 -3.82 -0.24  0.51
N 0.96 -4.81 -0.08  -0.72
N 0.68 2.17 3.45  -0.68
C -0.03 3.38 2.97  -0.87
P 0.68 3.93 1.39  1.01
O 2.14 4.18 1.61  -1.09
O 0.22 3.05 0.25  -0.19
C 0.00 5.63 1.09  -1.04
N 1.21 6.50 0.92  -0.15
H -0.08 0.89 2.39  0.44
H 0.55 2.08 4.45  0.27
H 1.68 2.30 3.31  0.22
H 0.09 4.22 3.66  0.61
H -1.09 3.17 2.86  0.30
H -0.59 6.00 1.93  0.54
H -0.61 5.66 0.19  0.08
H 1.18 7.37 1.44  0.39
H 1.37 6.70 -0.07  0.30
H 2.01 5.88 1.24  0.34

Values from the calculation:
- Kohn-Sham gap: 7.0 eV
- Charge: +2
- LUMO level: -5.35 eV
- Energy relative to the best compared isomer or geometry (same formula, charge and spin): 75.26 kJ/mol

---

The DFT total energy results, record by record, are as follows: -324.944331; -3565.230599; -724.178231; -3106.297686; -677.256409; -3684.691003; -763.994681; -3788.313358 hartree.